Record 1
ORCA calculation (ωB97M-V with the def2-TZVPD basis set) on C24H32BiGe2N4O5SSbSe4 as an isolated structure.

Its multiplicity is 2. The HOMO energy (spin up / spin down) is -10.8 / -10.8 eV. Its expectation value of S² is 0.754. The total charge is +1. Its lowest unoccupied orbital energy (spin up / spin down) is -3.67 / -5.13 eV. The energy comes out at -439229.0186 eV. The energy above the lowest of the compared OMol25 structures with the same formula, charge and spin is 0.000 eV.

XYZ file:
```
74
C24H32BiGe2N4O5SSbSe4 ωB97M-V with the def2-TZVPD basis set
Bi 0.5684 1.7228 0.1806
O 4.2682 2.7504 1.7997
C 3.7470 1.8304 1.3048
N 3.1500 0.9168 0.7734
C -5.0385 -2.3543 -3.6577
C -5.7339 -1.0856 -3.1676
S -4.7775 -0.3370 -1.8953
O -3.5976 0.2481 -2.4882
O -4.6411 -1.2807 -0.8043
C -5.8265 0.9652 -1.3443
C -5.2635 1.6942 -0.1372
N -3.9130 2.2313 -0.3707
C -2.7872 1.7132 0.1476
N -1.7197 2.3078 -0.3826
C -2.1638 3.2574 -1.2657
C -3.5079 3.2018 -1.2704
N -4.4006 4.0489 -2.0075
O -5.5948 3.7967 -1.9503
O -3.8959 4.9045 -2.6927
C -2.7607 0.6690 1.2133
H -5.7110 -2.8919 -4.3227
H -4.7854 -3.0106 -2.8271
H -4.1310 -2.1145 -4.2094
H -6.7174 -1.2891 -2.7399
H -5.8272 -0.3324 -3.9519
H -6.7774 0.5049 -1.0677
H -5.9740 1.6496 -2.1810
H -5.1979 1.0326 0.7210
H -5.9271 2.5168 0.0994
H -1.5138 3.9138 -1.8203
H -3.1800 1.0616 2.1412
H -1.7331 0.3706 1.4171
H -3.3122 -0.2227 0.9130
Se 2.7962 6.2415 1.9849
Sb 0.8042 5.1453 1.0384
Se 1.4892 3.8289 -1.0457
Se -1.1214 6.4367 0.6384
Se 0.4023 3.0576 2.4369
C 2.7539 -3.4785 3.3806
Ge 2.9690 -1.5607 3.1719
C 4.5453 -0.8798 4.0691
C 1.3952 -0.5923 3.7696
Ge 3.2159 -1.0263 0.8274
C 1.5924 -1.2041 -0.2080
C 0.4242 -1.6408 0.4209
C -0.8185 -1.5006 -0.1952
C -0.9029 -0.9278 -1.4553
C 0.2565 -0.5249 -2.1129
C 1.4923 -0.6597 -1.4934
C 4.8266 -1.5488 -0.0718
C 5.2142 -1.0383 -1.3135
C 6.3624 -1.5074 -1.9358
C 7.1322 -2.4942 -1.3294
C 6.7670 -3.0017 -0.0918
C 5.6207 -2.5256 0.5348
H 2.9166 -3.7561 4.4240
H 3.4695 -4.0237 2.7642
H 1.7469 -3.7849 3.0944
H 4.4528 -1.0677 5.1409
H 4.6342 0.1976 3.9160
H 5.4535 -1.3624 3.7074
H 1.1793 -0.8639 4.8055
H 0.5197 -0.8323 3.1635
H 1.5808 0.4846 3.7281
H 0.4679 -2.0626 1.4194
H -1.7182 -1.8284 0.3131
H -1.8692 -0.7928 -1.9253
H 0.1946 -0.0958 -3.1053
H 2.3746 -0.3056 -2.0111
H 4.6474 -0.2481 -1.7905
H 6.6600 -1.1004 -2.8943
H 8.0251 -2.8598 -1.8203
H 7.3726 -3.7610 0.3874
H 5.3511 -2.9248 1.5066
```

Record 2
ORCA calculation (ωB97M-V with the def2-TZVPD basis set) on a 5-piece molecular cluster, C24H32ClN2O10 overall.

The HOMO energy is -5.2 eV. The total charge is -1. Its lowest unoccupied orbital energy is 1.51 eV. The energy comes out at -61387.6456 eV.

XYZ file:
```
69
C24H32ClN2O10 ωB97M-V with the def2-TZVPD basis set
C 3.8709 5.2753 -0.1901
C 4.7302 4.9642 -1.3974
Cl 6.0999 6.1753 -1.4227
C 3.9634 5.0601 -2.7194
C 4.2553 3.9135 -3.7146
C 3.4121 2.7674 -3.3497
N 2.7493 1.8819 -3.0563
C 5.7682 3.5874 -3.8955
C 6.2402 4.3552 -5.0546
N 6.6044 4.9786 -5.9459
C 6.0840 2.0399 -4.0598
O 5.9356 1.4247 -2.9920
O 6.4397 1.6702 -5.1857
H 4.5093 5.3823 0.6901
H 3.3372 6.2168 -0.3199
H 3.1842 4.4501 0.0113
H 5.2255 3.9985 -1.3064
H 4.1033 6.0349 -3.1868
H 2.9001 5.0093 -2.4629
H 3.8937 4.2392 -4.6941
H 6.3654 3.9161 -3.0461
O -0.6708 3.9237 -1.8599
C -0.8463 2.7928 -1.5034
O -0.1654 2.2512 -0.4714
C -0.4856 0.8555 -0.3453
C -1.8372 0.6839 -1.0166
C -1.7743 1.7540 -2.1065
H 0.2995 0.2877 -0.8503
H -0.4970 0.5856 0.7072
H -2.0007 -0.3203 -1.3928
H -2.6324 0.9137 -0.3074
H -1.3045 1.3717 -3.0144
H -2.7385 2.1933 -2.3473
O -2.4766 -1.4189 0.9326
C -3.1604 -1.0619 1.8455
O -2.9170 0.0901 2.5183
C -3.8197 0.2195 3.6305
C -5.0134 -0.6616 3.2830
C -4.3547 -1.7657 2.4591
H -3.3041 -0.1219 4.5308
H -4.0756 1.2695 3.7478
H -5.5502 -1.0190 4.1593
H -5.7142 -0.1060 2.6582
H -3.9863 -2.5744 3.0909
H -5.0034 -2.1658 1.6851
O -2.2601 -2.4576 -2.8510
C -1.0772 -2.6439 -2.8570
O -0.1838 -1.6742 -3.1425
C 1.1544 -2.2125 -3.1643
C 1.0826 -3.4818 -2.3239
C -0.3512 -3.9483 -2.5806
H 1.4239 -2.4142 -4.2023
H 1.8341 -1.4635 -2.7667
H 1.8474 -4.2091 -2.5877
H 1.2037 -3.2314 -1.2691
H -0.4302 -4.5790 -3.4676
H -0.7970 -4.4543 -1.7290
O -5.7887 -4.1907 5.8171
C -4.6179 -4.4250 5.7838
O -3.7027 -3.4852 5.4372
C -2.3853 -4.0638 5.3758
C -2.4577 -5.3087 6.2524
C -3.9126 -5.7388 6.0653
H -2.1624 -4.3017 4.3334
H -1.6674 -3.3286 5.7300
H -1.7265 -6.0652 5.9767
H -2.2859 -5.0369 7.2945
H -4.0431 -6.3878 5.1981
H -4.3398 -6.2152 6.9428
```

Record 3
ORCA calculation (ωB97M-V with the def2-TZVPD basis set) on C24H32EuN10O4 as an isolated structure at a distorted geometry.

Its multiplicity is 8. The HOMO energy (spin up / spin down) is -12.0 / -12.7 eV. Its expectation value of S² is 15.760. The total charge is +2. Its lowest unoccupied orbital energy (spin up / spin down) is -5.16 / -5.16 eV. The energy comes out at -67814.1246 eV. The energy above the lowest of the compared OMol25 structures with the same formula, charge and spin is 0.162 eV.

XYZ file:
```
71
C24H32EuN10O4 ωB97M-V with the def2-TZVPD basis set
Eu 0.4362 0.0069 -0.1317
C 0.9466 0.7156 4.9088
O 2.0756 0.1473 4.2814
C 1.9460 0.0253 2.9542
O 1.0037 0.3538 2.2854
N 3.1379 -0.4761 2.4581
N 3.0931 -0.8624 1.0835
H 1.1765 0.7578 6.0000
H 0.0643 0.0876 4.6956
H 0.7533 1.7369 4.5316
H 3.7368 -0.9997 3.0880
H 3.3910 -1.8187 1.0932
H 3.8906 -0.3589 0.6923
N 2.8780 0.5919 -4.0137
C 2.4815 -0.2707 -3.0525
N 1.9218 0.3971 -2.1058
C 2.0264 1.7224 -2.4953
N 2.5638 1.8467 -3.6757
C 1.4451 2.8283 -1.7059
C 1.4021 4.1456 -2.1909
N 0.9874 5.1087 -1.4037
C 0.5630 4.8375 -0.1681
C 0.5291 3.5281 0.2802
N 0.9900 2.5404 -0.5014
H 3.4353 0.4164 -4.7842
H 2.6335 -1.3542 -3.0632
H 1.6091 4.4071 -3.1873
H 0.2398 5.6062 0.4825
H 0.0708 3.2950 1.2437
C -4.4401 2.7800 -3.7377
N -3.5434 2.5282 -2.5151
C -2.2312 3.2324 -2.6326
C -3.3658 1.0771 -2.2702
C -3.2746 0.7934 -0.8207
C -4.4780 0.6300 -0.1292
C -4.5169 0.5502 1.2385
C -3.3250 0.7175 1.9174
C -2.1233 0.7251 1.2854
C -2.0249 0.8327 -0.1175
H -4.6395 3.8449 -3.8108
H -5.3435 2.1943 -3.6101
H -3.8521 2.4870 -4.6064
H -4.0137 2.8854 -1.7009
H -1.7431 2.8658 -3.5184
H -1.6792 2.9540 -1.7175
H -2.3671 4.3040 -2.6537
H -2.4656 0.8947 -2.7989
H -4.1785 0.5556 -2.7940
H -5.3743 0.4926 -0.7270
H -5.3955 0.3264 1.7739
H -3.3702 0.6969 2.9821
H -1.2427 0.7210 1.9501
O 4.6471 -3.0566 2.7894
C 3.9126 -4.3009 2.9126
N 2.5914 -4.0889 2.3805
C 2.1422 -4.7766 1.3101
O 2.8015 -5.6334 0.6964
C 0.8251 -4.3104 0.7280
C -0.0201 -5.2122 0.0331
C -1.1536 -4.6899 -0.5598
C -1.3605 -3.3159 -0.5960
N -0.4988 -2.4444 -0.0583
C 0.5173 -2.9832 0.6289
H 5.5415 -3.2581 3.0889
H 3.8452 -4.5756 3.9753
H 4.3500 -5.0792 2.3225
H 1.9963 -3.5594 2.9751
H 0.2319 -6.2484 -0.0171
H -1.7907 -5.3017 -1.1725
H -2.2609 -2.9052 -1.0823
H 1.2428 -2.3109 1.0594
```

Record 4
ORCA calculation (ωB97M-V with the def2-TZVPD basis set) on C24H32FN6O6V as an isolated structure at a distorted geometry.

Its multiplicity is 2. The HOMO energy (spin up / spin down) is -16.7 / -16.7 eV. Its expectation value of S² is 0.758. The total charge is +3. Its lowest unoccupied orbital energy (spin up / spin down) is -9.88 / -9.41 eV. The energy comes out at -75016.8788 eV.

XYZ file:
```
70
C24H32FN6O6V ωB97M-V with the def2-TZVPD basis set
V 3.1446 -1.7847 -0.8173
C -2.8880 -3.4688 3.3712
C -2.9262 -3.5569 1.8489
N -1.7863 -2.8468 1.2294
C -0.7461 -3.5580 0.8267
C 0.4120 -3.0081 0.3090
C 1.4681 -3.9505 -0.1550
O 1.4421 -5.1267 -0.0487
O 2.4939 -3.2400 -0.7221
C 0.5465 -1.5981 0.2495
O 1.6542 -0.9861 -0.0722
C -0.6164 -0.8391 0.5939
C -0.6357 0.5527 0.4229
C -1.7425 1.2824 0.7264
F -1.6541 2.6050 0.5280
C -2.9266 0.6991 1.2687
C -2.8831 -0.6871 1.4441
C -1.7775 -1.4643 1.1005
N -4.0538 1.4231 1.5915
C -4.2181 2.8445 1.2328
C -5.6287 3.3337 1.5601
N -6.6116 2.2534 1.2477
C -6.4311 1.0816 2.1726
C -4.9725 0.9985 2.6398
H -3.7506 -3.9921 3.7808
H -2.9097 -2.4380 3.7253
H -1.9894 -3.9475 3.7597
H -3.8535 -3.1571 1.4443
H -2.8668 -4.5981 1.5422
H -0.8095 -4.6359 0.9156
H 0.2375 1.0661 0.0465
H -3.7511 -1.1772 1.8558
H -4.0391 2.9623 0.1646
H -3.5199 3.4925 1.7635
H -5.8468 4.2143 0.9596
H -5.7495 3.6056 2.6067
H -6.4701 1.9566 0.2805
H -7.5694 2.6038 1.3084
H -6.7471 0.1824 1.6485
H -7.0759 1.2198 3.0386
H -4.7719 -0.0195 2.9564
H -4.8279 1.6310 3.5212
N 4.3094 -2.2316 0.8993
H 3.9014 -2.1120 1.8230
H 5.1528 -1.6287 0.8743
H 4.6407 -3.1940 0.8392
C 2.3447 2.5732 -1.2855
C 2.6047 2.1472 -2.7328
C 3.8753 1.2782 -2.8861
C 4.1741 1.0014 -4.3861
C 5.3959 0.1105 -4.6026
C 5.0596 2.0459 -2.3033
O 5.3857 3.1178 -2.7125
N 5.7551 1.4419 -1.2467
C 5.4922 0.2488 -0.6541
O 6.1209 -0.1866 0.2824
N 4.4206 -0.4938 -1.1996
C 3.6614 -0.0377 -2.2186
O 2.7371 -0.8304 -2.5474
H 1.3558 3.0234 -1.2023
H 3.0654 3.3246 -0.9622
H 2.4036 1.7247 -0.5950
H 2.7480 3.0300 -3.3533
H 1.7602 1.5836 -3.1311
H 4.3279 1.9720 -4.8557
H 3.2891 0.5456 -4.8326
H 6.3064 0.5833 -4.2294
H 5.5396 -0.0698 -5.6655
H 5.2839 -0.8630 -4.1157
H 6.5358 1.9678 -0.8666
```

Record 5
ORCA calculation (ωB97M-V with the def2-TZVPD basis set) on C24H32InN7O2S as an isolated structure.

The HOMO energy is -14.0 eV. The total charge is +2. Its lowest unoccupied orbital energy is -4.78 eV. The energy comes out at -55933.3211 eV. The energy above the lowest of the compared OMol25 structures with the same formula, charge and spin is 0.241 eV.

XYZ file:
```
67
C24H32InN7O2S ωB97M-V with the def2-TZVPD basis set
In 0.1600 -0.3052 0.0029
C 1.8562 -3.0217 0.3135
C 2.0636 -2.4922 1.7335
N 1.6208 -1.0985 1.8468
C 1.0846 -0.7487 3.1656
C -0.2280 -1.4678 3.4999
S -1.3462 -1.6965 2.0867
C -1.0623 -3.4350 1.6090
C -0.5549 -3.6229 0.1739
N 0.5208 -2.7117 -0.2245
H 2.0376 -4.0997 0.3032
H 2.5769 -2.5392 -0.3413
H 3.1206 -2.5993 1.9831
H 1.5115 -3.0918 2.4539
H 2.3842 -0.4628 1.6356
H 0.9105 0.3228 3.1716
H 1.7984 -0.9755 3.9640
H -0.7782 -0.8676 4.2233
H -0.0727 -2.4483 3.9456
H -2.0204 -3.9433 1.7056
H -0.3904 -3.8771 2.3393
H -1.3856 -3.4766 -0.5176
H -0.2310 -4.6641 0.0798
H 0.6063 -2.7222 -1.2370
C -3.0663 0.3051 -0.4060
N -2.2763 -0.9011 -0.7089
C -2.2726 -1.2381 -2.1302
C -1.2425 -0.3821 -2.7936
N -0.4974 0.4762 -2.1312
C 0.2543 1.1565 -3.0928
C 1.1198 2.2415 -2.9836
C 1.7050 2.7031 -4.1453
C 1.4388 2.1218 -5.3923
C 0.5385 1.0839 -5.5238
C -0.0590 0.6347 -4.3545
N -1.0160 -0.3442 -4.1180
C -2.4695 1.0911 0.7194
N -1.1784 1.2347 0.9148
C -1.0190 2.1192 1.9781
C 0.1198 2.6924 2.5410
C -0.0712 3.5472 3.6081
C -1.3501 3.8471 4.0994
C -2.4880 3.3255 3.5181
C -2.2940 2.4693 2.4414
N -3.1827 1.7914 1.6174
H -4.1080 0.0683 -0.1769
H -3.0568 0.9546 -1.2840
H -2.6537 -1.6734 -0.1753
H -3.2463 -1.0657 -2.6022
H -2.0285 -2.2937 -2.2648
H 1.2955 2.7194 -2.0293
H 2.3801 3.5476 -4.1002
H 1.9374 2.5070 -6.2709
H 0.2981 0.6589 -6.4893
H -1.4743 -0.8960 -4.8252
H 1.1015 2.5122 2.1208
H 0.7867 4.0197 4.0676
H -1.4479 4.5244 4.9365
H -3.4789 3.5817 3.8688
H -4.1872 1.8590 1.6611
C 3.8744 0.9448 -1.3721
C 2.5383 0.4564 -0.8864
O 2.0432 -0.6090 -1.3438
O 1.9195 1.1003 0.0218
H 4.0310 0.6384 -2.4025
H 4.6552 0.4907 -0.7584
H 3.9454 2.0240 -1.2692
```

Record 6
ORCA calculation (ωB97M-V with the def2-TZVPD basis set) on one molecule with the formula C24H32N4O4S at a distorted geometry.

The HOMO energy is -7.2 eV. As for the SMILES: CCOc1ccc(NC(=O)c2c(NC(=O)CNCCN3CCOCC3)sc3c2CCC3)cc1. The total charge is 0. Its lowest unoccupied orbital energy is 0.18 eV. The energy comes out at -50369.1351 eV. The energy above the lowest of the compared OMol25 structures with the same formula, charge and spin is 26.177 eV.

XYZ file:
```
65
C24H32N4O4S ωB97M-V with the def2-TZVPD basis set
C 0.0741 6.4734 2.3461
C -0.9907 5.7534 3.0557
O -1.9698 5.2539 2.2816
C -1.9220 4.2343 1.5789
C -0.8882 3.5266 1.4684
C -0.8622 2.3206 0.9316
C -2.0265 1.9596 0.2371
N -1.7594 0.8578 -0.6750
C -1.0685 -0.1079 -0.9851
O 0.2404 -0.1716 -0.2992
C -1.3009 -1.2872 -1.7358
C -0.5129 -2.3887 -1.6998
N 0.6435 -2.4655 -1.3176
C 1.5734 -3.4913 -1.4555
O 1.4456 -4.5326 -2.3063
C 2.9976 -3.3998 -0.7202
N 2.8704 -2.8225 0.4811
C 4.1445 -2.4783 1.2207
C 4.2973 -1.0028 0.8001
N 3.6026 -0.0342 1.8506
C 4.2859 1.2398 1.6948
C 3.5653 2.1731 2.9911
O 2.3582 2.0299 3.0082
C 1.8965 0.7950 3.1160
C 2.3461 -0.2226 2.0529
S -1.1040 -3.7841 -2.9407
C -2.6522 -2.8785 -3.0317
C -2.7224 -1.7243 -2.4025
C -3.7567 -0.9636 -2.5920
C -4.6857 -2.0636 -3.2364
C -3.8942 -3.2440 -3.7436
C -2.8962 2.8298 -0.0007
C -2.9191 3.9913 0.7976
H -0.2942 7.3564 1.6572
H 0.5148 5.9344 1.7725
H 0.7678 6.9533 2.9453
H -1.4594 6.6147 3.6972
H -0.5880 4.9852 3.7897
H -0.0668 3.3761 2.4048
H 0.1788 1.5791 0.9401
H -2.7782 0.6463 -1.0778
H 1.1601 -1.5684 -0.6715
H 3.5047 -4.2277 -0.8707
H 3.4296 -2.5193 -1.3819
H 2.4687 -3.6600 1.2938
H 3.9811 -2.5892 2.4082
H 5.1880 -2.9334 0.6464
H 5.2107 -0.8495 0.8312
H 3.8014 -0.6993 0.1625
H 5.2539 1.3808 1.6615
H 3.7777 1.7094 0.9351
H 3.7874 3.1551 2.7348
H 4.0427 1.6771 4.0061
H 0.9388 0.5799 3.3495
H 2.3767 0.3801 3.9934
H 1.9384 -1.1404 2.1960
H 1.7650 0.1962 1.1206
H -3.7122 -0.0275 -3.0503
H -4.2837 -0.6482 -1.6269
H -5.3115 -2.6430 -2.6075
H -5.5041 -1.7132 -3.9559
H -3.6063 -3.1445 -4.6549
H -4.1606 -4.0594 -3.6550
H -3.6444 2.4872 -0.4284
H -3.8889 4.5493 0.7885
```

Record 7
ORCA calculation (ωB97M-V with the def2-TZVPD basis set) on C24H32N4OPdSSi as an isolated structure.

The HOMO energy is -13.3 eV. The total charge is +2. Its lowest unoccupied orbital energy is -9.33 eV. The energy comes out at -55594.3352 eV. The energy above the lowest of the compared OMol25 structures with the same formula, charge and spin is 0.542 eV.

XYZ file:
```
64
C24H32N4OPdSSi ωB97M-V with the def2-TZVPD basis set
Pd 0.3236 -0.5361 -0.2771
S 0.0021 -2.4694 -4.2027
C -1.3713 -1.4710 -4.0356
C -1.3765 -0.7701 -2.8605
C -0.2224 -1.0391 -2.0811
C 0.5958 -1.9564 -2.6843
C 1.7685 -2.4156 -1.9700
C 2.7625 -3.2534 -2.4580
C 3.8525 -3.5433 -1.6630
C 3.9414 -2.9761 -0.3954
C 2.9125 -2.1673 0.0328
N 1.8337 -1.9109 -0.7163
H -2.1190 -1.4626 -4.8130
H -2.1953 -0.1280 -2.5764
H 2.6784 -3.6535 -3.4592
H 4.6369 -4.1913 -2.0300
H 4.7877 -3.1606 0.2498
H 2.9378 -1.7094 1.0116
C -3.3232 0.9794 0.2997
N -2.8532 1.7015 -0.8683
C -3.8823 2.2159 -1.7760
C -3.3568 3.4157 -2.5319
C -2.0529 3.0444 -3.1991
N -1.1287 2.4559 -2.2285
C 0.2643 2.4250 -2.6494
C -1.5447 1.7874 -1.1436
O -0.6713 1.2865 -0.3510
H -4.1067 1.5599 0.7859
H -2.5032 0.8407 0.9930
H -3.7343 0.0061 0.0189
H -4.7466 2.4858 -1.1712
H -4.1983 1.4227 -2.4620
H -3.1990 4.2463 -1.8416
H -4.0806 3.7365 -3.2792
H -1.5698 3.9240 -3.6237
H -2.2137 2.3329 -4.0161
H 0.5761 3.4338 -2.9171
H 0.3793 1.7732 -3.5186
H 0.8916 2.0548 -1.8483
C -0.0528 -1.6354 4.6109
Si -0.0748 -1.7712 2.7608
C -1.8126 -1.7336 2.1465
C 0.8420 -3.2831 2.2316
N 0.7338 -0.3374 1.8630
C 1.4195 0.6610 2.3159
C 1.7934 0.8216 3.7227
C 2.5339 1.8877 4.1169
C 2.9327 2.8484 3.1631
C 2.5967 2.7568 1.8030
C 1.8577 1.6975 1.3759
H -0.6947 -2.4490 4.9637
H -0.4808 -0.7127 5.0061
H 0.9302 -1.8065 5.0534
H -2.2788 -2.6627 2.4896
H -1.8838 -1.7085 1.0593
H -2.3829 -0.9086 2.5738
H 0.3744 -4.1101 2.7757
H 1.8936 -3.2709 2.5167
H 0.7539 -3.4931 1.1678
H 1.4843 0.0714 4.4320
H 2.8234 2.0105 5.1512
H 3.5233 3.6944 3.4971
H 2.9219 3.5253 1.1160
H 1.5519 1.5941 0.3434
```

Q: The highest energy belongs to which entry?
A: C24H32N4O4S